Below is 2 unconnected molecules or ions with the total composition HN2P at a distorted geometry, with properties calculated with ωB97M-V/def2-TZVPD.

Highest occupied orbital energy (spin up / spin down), Eh: -0.33981 / -0.41471
Energy above the lowest of the compared OMol25 structures with the same formula, charge and spin, kcal per mole: 0.0
HOMO-LUMO gap (spin up / spin down), eV: 10.724 / 10.188
Spin multiplicity: 3
⟨S²⟩: 2.0039

Cartesian coordinates (Å):
N: 1.632 0.325 -0.288
N: 1.272 1.162 0.334
P: -2.053 -0.598 0.340
H: -0.851 -0.889 -0.386

***

Below is a gas-phase ion, HN3O3 (charge -2) at a distorted geometry, with properties calculated with ωB97M-V/def2-TZVPD.

Net charge: -2
Highest occupied orbital energy, Eh: 0.08460
Energy above the lowest of the compared OMol25 structures with the same formula, charge and spin, kcal per mole: 19.1
HOMO-LUMO gap, eV: 5.578

Cartesian coordinates (Å):
N: 0.187 0.570 0.027
N: -1.191 0.184 0.330
N: 1.164 -0.209 0.039
O: -2.177 1.141 -0.121
O: 1.112 -1.466 -0.015
O: 2.319 0.366 -0.003
H: -1.414 -0.586 -0.258

***

Below is a single HN3O5S molecule at a distorted geometry, with properties calculated with ωB97M-V/def2-TZVPD.

Highest occupied orbital energy (spin up / spin down), Eh: -0.37400 / -0.37404
Energy above the lowest of the compared OMol25 structures with the same formula, charge and spin, kcal per mole: 31.4
HOMO-LUMO gap (spin up / spin down), eV: 8.206 / 8.205

Cartesian coordinates (Å):
N: 0.960 1.324 0.618
N: -0.855 0.335 -1.588
N: 0.698 -1.444 0.614
O: -1.828 -0.306 -1.724
O: 1.149 -1.608 1.691
O: -0.177 1.014 -2.264
O: 0.674 -2.096 -0.373
O: -1.323 0.342 1.316
S: -0.165 0.337 0.465
H: 0.866 2.101 1.245

***

Below is 2 unconnected molecules or ions with the total composition HN5O at a distorted geometry, with properties calculated with ωB97M-V/def2-TZVPD.

Highest occupied orbital energy (spin up / spin down), Eh: -0.39630 / -0.37589
Energy above the lowest of the compared OMol25 structures with the same formula, charge and spin, kcal per mole: 94.9
HOMO-LUMO gap (spin up / spin down), eV: 9.139 / 7.647

Cartesian coordinates (Å):
N: 1.690 0.607 0.586
N: 2.333 0.004 -0.156
N: -0.918 0.796 -0.184
N: 2.866 -0.620 -0.952
N: -1.675 -0.013 0.161
O: -1.755 -1.041 0.811
H: -2.541 0.268 -0.266

***

Below is a single HNO2 molecule at a distorted geometry, with properties calculated with ωB97M-V/def2-TZVPD.

Highest occupied orbital energy, Eh: -0.43158
Energy above the lowest of the compared OMol25 structures with the same formula, charge and spin, kcal per mole: 15.5
HOMO-LUMO gap, eV: 11.977

Cartesian coordinates (Å):
N: -0.922 0.049 0.038
O: -1.620 -0.908 -0.011
O: -1.226 1.212 -0.010
H: 0.247 -0.020 -0.001

***

Below is a single HNO2 molecule at a distorted geometry, with properties calculated with ωB97M-V/def2-TZVPD.

Highest occupied orbital energy, Eh: -0.40945
Energy above the lowest of the compared OMol25 structures with the same formula, charge and spin, kcal per mole: 1.0
HOMO-LUMO gap, eV: 11.070

Cartesian coordinates (Å):
H: 1.296 -0.072 -0.253
N: -0.458 0.126 0.298
O: -0.616 -0.615 -0.629
O: 0.855 0.514 0.400

***

Below is a gas-phase ion, HNO2PS (charge -1) at a distorted geometry, with properties calculated with ωB97M-V/def2-TZVPD.

Net charge: -1
Highest occupied orbital energy, Eh: -0.13343
Energy above the lowest of the compared OMol25 structures with the same formula, charge and spin, kcal per mole: 22.3
HOMO-LUMO gap, eV: 7.809

Cartesian coordinates (Å):
N: 0.075 -0.648 -0.547
O: 2.334 -1.064 0.185
O: -0.693 1.545 0.567
P: -1.206 0.624 -0.549
S: 1.243 -0.049 0.204
H: -1.754 -0.408 0.139

***

Below is a single HNO2S molecule at a distorted geometry, with properties calculated with ωB97M-V/def2-TZVPD.

Highest occupied orbital energy (spin up / spin down), Eh: -0.37108 / -0.37102
Energy above the lowest of the compared OMol25 structures with the same formula, charge and spin, kcal per mole: 116.7
HOMO-LUMO gap (spin up / spin down), eV: 9.060 / 9.058

Cartesian coordinates (Å):
N: -0.279 0.343 -0.722
O: 0.742 1.003 1.801
O: -0.872 -0.730 0.118
S: 0.686 -0.422 0.401
H: -0.277 -0.194 -1.599

***

Below is a single HNO2S molecule at a distorted geometry, with properties calculated with ωB97M-V/def2-TZVPD.

Highest occupied orbital energy (spin up / spin down), Eh: -0.39394 / -0.42030
Energy above the lowest of the compared OMol25 structures with the same formula, charge and spin, kcal per mole: 97.4
HOMO-LUMO gap (spin up / spin down), eV: 7.814 / 8.821

Cartesian coordinates (Å):
N: 0.304 -1.489 0.042
O: 2.075 0.248 0.487
O: -1.279 0.529 0.106
S: 0.744 -0.109 0.070
H: -1.843 0.821 -0.706

***

Below is a single HNO2S molecule at a distorted geometry, with properties calculated with ωB97M-V/def2-TZVPD.

Highest occupied orbital energy (spin up / spin down), Eh: -0.23917 / -0.45672
Energy above the lowest of the compared OMol25 structures with the same formula, charge and spin, kcal per mole: 71.4
HOMO-LUMO gap (spin up / spin down), eV: 6.666 / 7.385
Spin multiplicity: 3
⟨S²⟩: 2.0129

Cartesian coordinates (Å):
N: 1.083 0.065 0.004
O: -0.938 0.129 1.590
O: -1.031 -0.163 -0.916
S: -0.362 0.015 0.305
H: 1.248 -0.046 -0.983

***

Below is 2 unconnected molecules or ions with the total composition HNO2S2 at a distorted geometry, with properties calculated with ωB97M-V/def2-TZVPD.

Highest occupied orbital energy (spin up / spin down), Eh: -0.34052 / -0.32786
Energy above the lowest of the compared OMol25 structures with the same formula, charge and spin, kcal per mole: 48.4
HOMO-LUMO gap (spin up / spin down), eV: 7.583 / 6.991

Cartesian coordinates (Å):
N: -1.960 -0.965 -0.059
O: -0.793 -0.630 0.135
O: -2.746 -0.851 -0.977
S: 1.982 1.516 0.401
S: 1.492 0.194 -0.995
H: 2.025 0.737 1.494

***

Below is 2 unconnected molecules or ions with the total composition HNO3S at a distorted geometry, with properties calculated with ωB97M-V/def2-TZVPD.

Highest occupied orbital energy (spin up / spin down), Eh: -0.33484 / -0.32141
Energy above the lowest of the compared OMol25 structures with the same formula, charge and spin, kcal per mole: 54.4
HOMO-LUMO gap (spin up / spin down), eV: 6.965 / 7.426

Cartesian coordinates (Å):
N: -0.632 -1.738 0.879
O: -1.269 -2.475 1.495
O: -0.827 -1.230 -0.138
O: 0.610 0.966 0.264
S: 1.690 0.399 1.253
H: 0.069 0.274 -0.360

***

Below is 2 unconnected molecules or ions with the total composition HNO3S at a distorted geometry, with properties calculated with ωB97M-V/def2-TZVPD.

Highest occupied orbital energy (spin up / spin down), Eh: -0.36783 / -0.36779
Energy above the lowest of the compared OMol25 structures with the same formula, charge and spin, kcal per mole: 0.0
HOMO-LUMO gap (spin up / spin down), eV: 8.745 / 8.747

Cartesian coordinates (Å):
N: -0.523 0.149 -1.037
O: 0.640 0.444 1.498
O: -0.210 1.299 -1.046
O: -0.103 2.650 2.282
S: 0.688 1.900 1.343
H: 0.017 -0.405 -0.175

***

Below is 2 unconnected molecules or ions with the total composition HNO3S at a distorted geometry, with properties calculated with ωB97M-V/def2-TZVPD.

Highest occupied orbital energy (spin up / spin down), Eh: -0.33043 / -0.44765
Energy above the lowest of the compared OMol25 structures with the same formula, charge and spin, kcal per mole: 9.4
HOMO-LUMO gap (spin up / spin down), eV: 7.679 / 10.668
Spin multiplicity: 3
⟨S²⟩: 2.0071

Cartesian coordinates (Å):
N: 1.048 0.630 -0.663
O: -0.496 -0.411 2.123
O: -1.718 -0.682 0.035
O: 1.877 1.173 -1.346
S: -0.865 -1.271 1.084
H: 0.155 0.561 -1.233

***

Below is a single HNO4S molecule at a distorted geometry, with properties calculated with ωB97M-V/def2-TZVPD.

Highest occupied orbital energy (spin up / spin down), Eh: -0.34197 / -0.34175
Energy above the lowest of the compared OMol25 structures with the same formula, charge and spin, kcal per mole: 90.4
HOMO-LUMO gap (spin up / spin down), eV: 8.587 / 8.189

Cartesian coordinates (Å):
N: 0.474 0.387 -0.220
O: 0.872 1.278 0.512
O: 0.546 -1.198 -2.264
O: -0.860 -0.392 1.578
O: -0.742 -0.320 0.215
S: 1.196 -0.065 -1.653
H: -1.486 0.309 1.832

***

Below is a single HNO4S molecule at a distorted geometry, with properties calculated with ωB97M-V/def2-TZVPD.

Highest occupied orbital energy, Eh: -0.42574
Energy above the lowest of the compared OMol25 structures with the same formula, charge and spin, kcal per mole: 42.1
HOMO-LUMO gap, eV: 11.755

Cartesian coordinates (Å):
N: -1.251 -0.561 0.059
O: 2.129 -0.260 0.010
O: 0.461 1.496 -0.168
O: -0.420 -0.798 -0.977
O: -0.273 -0.530 1.139
S: 0.764 0.154 -0.004
H: -1.411 0.499 -0.059

***

Below is a single HNO4S molecule at a distorted geometry, with properties calculated with ωB97M-V/def2-TZVPD.

Highest occupied orbital energy (spin up / spin down), Eh: -0.31528 / -0.42103
Energy above the lowest of the compared OMol25 structures with the same formula, charge and spin, kcal per mole: 38.1
HOMO-LUMO gap (spin up / spin down), eV: 8.701 / 9.654
Spin multiplicity: 3
⟨S²⟩: 2.0151

Cartesian coordinates (Å):
N: -1.253 0.875 0.447
O: -1.761 1.631 -0.285
O: -1.227 -1.796 0.049
O: 1.972 0.012 -0.194
O: 1.005 -0.783 0.353
S: -0.445 -0.807 -0.503
H: 1.709 0.867 0.133

***

Below is a single HNO5 molecule at a distorted geometry, with properties calculated with ωB97M-V/def2-TZVPD.

Highest occupied orbital energy (spin up / spin down), Eh: -0.21983 / -0.40733
Energy above the lowest of the compared OMol25 structures with the same formula, charge and spin, kcal per mole: 20.0
HOMO-LUMO gap (spin up / spin down), eV: 5.596 / 5.798
Spin multiplicity: 3
⟨S²⟩: 2.0177

Cartesian coordinates (Å):
N: -1.327 -0.018 -0.172
O: -0.199 0.811 0.121
O: -2.164 0.629 -0.679
O: 0.730 0.091 0.791
O: -1.246 -1.144 0.122
O: 1.684 -0.414 -0.158
H: 2.522 0.046 -0.027

***

Below is a molecular structure, HO2PS at a distorted geometry, with properties calculated with ωB97M-V/def2-TZVPD.

Highest occupied orbital energy, Eh: -0.35370
Energy above the lowest of the compared OMol25 structures with the same formula, charge and spin, kcal per mole: 79.2
HOMO-LUMO gap, eV: 8.409

Cartesian coordinates (Å):
O: 1.645 -1.134 -0.447
O: 0.218 0.598 -1.354
P: -0.843 -0.424 1.300
S: 0.510 -0.264 -0.278
H: -1.530 1.223 0.779

***

Below is a single HO2PS molecule at a distorted geometry, with properties calculated with ωB97M-V/def2-TZVPD.

Highest occupied orbital energy, Eh: -0.31762
Energy above the lowest of the compared OMol25 structures with the same formula, charge and spin, kcal per mole: 23.8
HOMO-LUMO gap, eV: 7.229

Cartesian coordinates (Å):
O: -0.673 1.750 1.464
O: 0.662 0.349 -0.438
P: -0.372 0.365 1.202
S: 0.775 -0.954 -1.353
H: -0.392 -1.509 -0.875